1.
{
  "formula": "C35H62ClF5N3O9S4",
  "method": "ωB97M-V/def2-TZVPD",
  "max_force_ev_per_a": 9.2,
  "orbital_gap_ev": 7.675,
  "spin_multiplicity": 1,
  "total_charge": 1,
  "homo_energy_ev": -11.59,
  "elements": ["C", "C", "C", "O", "C", "N", "C", "N", "S", "C", "C", "C", "C", "C", "C", "C", "C", "C", "C", "O", "C", "N", "S", "C", "C", "C", "O", "C", "C", "C", "O", "C", "C", "O", "C", "Cl", "C", "F", "F", "C", "F", "F", "F", "H", "H", "H", "H", "H", "H", "H", "H", "H", "H", "H", "H", "H", "H", "H", "H", "H", "H", "H", "H", "H", "H", "H", "H", "H", "H", "H", "H", "H", "H", "H", "H", "H", "H", "H", "H", "H", "H", "H", "H", "H", "H", "H", "H", "H", "H", "C", "C", "C", "S", "O", "O", "C", "H", "H", "H", "H", "H", "H", "H", "H", "C", "C", "C", "S", "O", "O", "C", "H", "H", "H", "H", "H", "H", "H", "H"],
  "coordinates": [[0.6485, -1.0433, 9.4590], [0.7122, 0.0743, 8.2236], [1.4686, -0.5542, 6.9096], [1.5829, 0.3572, 5.7609], [0.4559, 0.1383, 4.7929], [0.0829, 1.3879, 4.0713], [0.4273, 1.5496, 2.6038], [1.7256, 1.8020, 2.2907], [2.1287, 2.0849, 0.6221], [2.9040, 1.8912, 3.2671], [3.7028, 0.4233, 3.3335], [4.7059, 0.1875, 2.0373], [3.9743, -0.9416, 1.0441], [4.7921, -1.2064, -0.3521], [4.1535, -0.4870, -1.6799], [2.5434, -0.7182, -1.8899], [2.1454, -1.5078, -3.2878], [1.0999, -0.6909, -4.2505], [-0.3714, -0.3939, -3.5794], [-1.3369, -1.5299, -3.7448], [-1.1676, -2.5043, -2.6435], [-0.8847, 1.4501, 1.9432], [-1.1636, 1.1133, 0.2938], [-2.0942, 1.4248, 2.9031], [-3.3308, 2.4773, 2.5760], [-4.5211, 1.8686, 1.6300], [-5.7992, 2.0421, 1.9968], [-2.7388, -0.0023, 3.3535], [-3.0294, -1.0934, 2.1677], [-4.3698, -1.9829, 2.6258], [-4.1276, -2.7382, 3.8765], [-4.7295, -4.0724, 3.6043], [-3.6361, -5.2596, 3.1784], [-6.0531, -4.2734, 3.7077], [-1.2721, 2.0112, 4.2400], [-2.2504, 1.6907, 5.8272], [-1.0267, 3.6180, 4.3885], [-2.2769, 4.1744, 5.0324], [-0.8581, 4.3738, 3.1288], [0.1981, 4.0745, 5.3752], [1.3477, 4.4938, 4.5297], [0.5319, 3.1430, 6.4697], [-0.2769, 5.3411, 6.0510], [1.6443, -1.0319, 10.1115], [0.5104, -2.1430, 9.0840], [-0.2284, -0.8312, 10.2170], [-0.3980, 0.4113, 8.0414], [1.2660, 1.0168, 8.6960], [0.9987, -1.5882, 6.6316], [2.5870, -0.7887, 7.2552], [-0.3780, -0.3921, 5.4143], [0.8829, -0.6398, 4.0092], [2.1015, 3.4847, 0.4661], [2.6108, 2.2802, 4.3299], [3.7041, 2.6434, 2.8097], [2.9453, -0.4934, 3.3151], [4.3678, 0.3650, 4.3068], [5.7928, -0.1460, 2.3313], [4.8291, 1.1485, 1.3593], [2.8312, -0.7046, 0.9119], [4.0172, -1.9679, 1.6519], [5.9341, -0.9310, -0.3141], [4.7395, -2.3803, -0.5510], [4.4587, 0.6618, -1.7504], [4.6844, -0.9946, -2.6210], [2.0050, -1.2914, -1.0226], [2.0601, 0.3677, -1.9908], [3.0697, -1.8115, -3.9425], [1.6152, -2.5298, -2.9742], [1.5862, 0.3115, -4.6756], [0.8901, -1.3530, -5.2216], [-0.8602, 0.5006, -4.1975], [-0.2879, -0.0205, -2.4732], [-2.2082, -2.7274, -2.1076], [-0.3855, -2.1241, -1.8393], [-0.8038, -3.5115, -3.1467], [-2.0666, 1.9865, -0.3342], [-2.9614, 3.4665, 2.0190], [-3.8421, 2.7265, 3.6254], [-4.3434, 1.2998, 0.5959], [-2.1558, -0.5929, 4.1840], [-3.8028, 0.2480, 3.8351], [-2.1168, -1.8385, 2.0342], [-3.3283, -0.6135, 1.1305], [-5.2452, -1.2002, 2.7231], [-4.6650, -2.6818, 1.7118], [-4.0915, -6.3317, 3.2977], [-2.6652, -5.0813, 3.8475], [-3.3115, -5.0167, 2.0651], [2.0058, 4.2783, -6.5060], [3.2489, 5.0378, -6.0451], [3.4752, 4.6968, -4.5732], [2.7868, 3.0668, -4.3263], [1.6552, 3.1756, -3.4299], [3.8639, 2.1229, -4.1045], [2.1738, 2.8582, -5.9865], [1.8981, 4.2980, -7.5944], [1.1101, 4.7349, -6.0682], [4.1142, 4.7138, -6.6361], [3.1397, 6.1174, -6.1880], [4.5388, 4.6837, -4.3222], [2.9456, 5.3915, -3.9154], [1.2405, 2.2928, -5.9721], [2.9337, 2.3171, -6.5583], [-3.8906, -3.1273, -6.4823], [-4.3550, -3.2542, -7.9324], [-3.1287, -3.0687, -8.8245], [-1.7240, -3.6087, -7.8617], [-0.8739, -2.4651, -7.6059], [-1.2130, -4.8463, -8.4165], [-2.6346, -3.9791, -6.3753], [-4.6608, -3.4569, -5.7789], [-3.6542, -2.0798, -6.2601], [-4.7805, -4.2523, -8.0931], [-5.1330, -2.5232, -8.1737], [-3.1984, -3.6704, -9.7343], [-2.9778, -2.0172, -9.0838], [-2.0295, -3.7441, -5.4980], [-2.8794, -5.0454, -6.3899]],
  "mulliken_charge": [-1.036, 0.065, -0.712, -0.214, -1.091, 1.551, -0.451, 0.159, -0.048, -0.739, 0.088, -0.726, 0.110, -0.845, -0.524, 0.397, -0.589, -0.108, 0.318, -0.356, -0.483, 0.379, -0.132, 0.348, 0.004, -0.025, -0.513, -0.724, -0.192, -0.561, -0.252, 0.500, -0.687, -0.519, -1.471, 0.017, 0.823, -0.323, -0.297, 0.608, -0.227, -0.160, -0.277, 0.270, 0.286, 0.314, 0.046, 0.247, 0.346, 0.316, 0.580, 0.183, 0.158, 0.031, 0.620, -0.079, 0.434, 0.367, 0.163, -0.209, 0.233, 0.291, 0.299, 0.203, 0.364, 0.111, -0.304, 0.437, 0.121, -0.210, 0.275, 0.214, -0.328, 0.201, 0.126, 0.227, 0.172, 0.335, 0.341, 0.142, 0.054, 0.563, 0.299, 0.200, 0.218, 0.385, 0.303, 0.270, 0.199, -0.709, -0.630, -0.746, 1.359, -0.682, -0.692, -0.645, 0.389, 0.279, 0.306, 0.332, 0.343, 0.361, 0.401, 0.416, -0.512, -0.669, -0.635, 1.144, -0.614, -0.691, -0.201, 0.399, 0.217, 0.303, 0.330, 0.346, 0.358, -0.112, 0.357]
}

2.
{
  "formula": "C14H23N2PSSi",
  "method": "ωB97M-V/def2-TZVPD",
  "max_force_ev_per_a": 2.3,
  "orbital_gap_ev": 4.644,
  "spin_multiplicity": 1,
  "total_charge": 2,
  "homo_energy_ev": -12.37,
  "elements": ["C", "P", "C", "Si", "S", "H", "H", "H", "H", "H", "H", "H", "H", "H", "C", "N", "C", "C", "C", "C", "C", "C", "C", "C", "N", "C", "C", "C", "H", "H", "H", "H", "H", "H", "H", "H", "H", "H", "H", "H", "H", "H"],
  "coordinates": [[0.8248, -3.7558, -4.4340], [1.0890, -2.1727, -5.3519], [2.5509, -1.2401, -4.6352], [-0.7043, -0.9335, -4.8179], [-2.4952, -1.8700, -5.4955], [1.6770, -4.4388, -4.4915], [-0.0043, -4.2637, -4.9456], [0.4889, -3.6373, -3.3943], [3.3323, -1.9103, -4.2712], [2.2643, -0.5455, -3.8406], [2.9130, -0.6055, -5.4511], [-0.4534, 0.4085, -5.3763], [-0.7772, -0.8267, -3.3588], [-3.2851, -1.7300, -4.4119], [-1.1176, 1.1842, 7.2034], [-0.8217, 1.1020, 5.7510], [-1.1567, -0.0128, 5.0797], [-0.9347, -0.1129, 3.7254], [-0.3622, 0.9522, 3.0326], [-0.0070, 2.0835, 3.7617], [-0.2446, 2.1350, 5.1184], [-0.1562, 0.9047, 1.5631], [-0.7355, 1.8614, 0.7353], [-0.4991, 1.8353, -0.6229], [0.2916, 0.8952, -1.1626], [0.8456, -0.0559, -0.3928], [0.6355, -0.0745, 0.9677], [0.5803, 0.8980, -2.6140], [-0.6284, 0.3502, 7.7007], [-2.1966, 1.1320, 7.3302], [-0.7433, 2.1231, 7.5980], [-1.6136, -0.8117, 5.6479], [-1.2332, -1.0189, 3.2143], [0.4602, 2.9338, 3.2824], [0.0157, 3.0011, 5.7102], [-1.3777, 2.6342, 1.1371], [-0.9306, 2.5672, -1.2908], [1.4672, -0.7884, -0.8902], [1.1142, -0.8449, 1.5581], [0.2541, -0.1104, -3.0334], [1.6496, 1.0634, -2.7369], [0.0240, 1.6954, -3.0974]],
  "mulliken_charge": [-0.985, 0.088, -0.543, 0.507, -0.308, 0.364, 0.325, 0.292, 0.350, -0.122, 0.339, -0.087, 0.189, 0.135, -0.859, -0.017, -0.365, -0.580, 0.633, -0.715, -0.097, 0.675, -0.646, -0.175, 0.127, -0.298, -0.672, -0.985, 0.379, 0.378, 0.277, 0.490, 0.511, 0.515, 0.402, 0.525, 0.422, 0.499, 0.511, -0.317, 0.408, 0.428]
}

3.
{
  "formula": "C3H4N2O",
  "method": "ωB97M-V/def2-TZVPD",
  "max_force_ev_per_a": 1.5,
  "orbital_gap_ev": 11.104,
  "e_above_lowest_kj_mol": 202.9,
  "spin_multiplicity": 1,
  "homo_energy_ev": -10.72,
  "elements": ["H", "N", "C", "C", "O", "C", "N", "H", "H", "H"],
  "coordinates": [[-2.1547, -1.6819, 0.3725], [-1.6887, -0.9153, -0.1186], [-0.4879, -0.7995, 0.2547], [0.4603, 0.3269, -0.2879], [1.7474, 0.0990, 0.2441], [-0.0372, 1.6502, 0.1259], [-0.4912, 2.7109, 0.0856], [-0.0236, -1.4358, 1.0295], [0.3999, 0.5080, -1.3586], [2.2758, -0.4624, -0.3473]],
  "mulliken_charge": [0.272, -0.567, -0.098, 0.430, -0.510, 0.006, -0.387, 0.371, 0.156, 0.326]
}

4.
{
  "formula": "C6H42NO14",
  "method": "ωB97M-V/def2-TZVPD",
  "max_force_ev_per_a": 2.3,
  "orbital_gap_ev": 9.489,
  "e_above_lowest_kj_mol": 324.9,
  "spin_multiplicity": 1,
  "total_charge": 1,
  "homo_energy_ev": -11.95,
  "elements": ["C", "C", "C", "C", "C", "C", "N", "H", "H", "H", "H", "H", "H", "H", "H", "H", "H", "H", "H", "H", "H", "H", "H", "O", "H", "H", "O", "H", "H", "O", "H", "H", "O", "H", "H", "O", "H", "H", "O", "H", "H", "O", "H", "H", "O", "H", "H", "O", "H", "H", "O", "H", "H", "O", "H", "H", "O", "H", "H", "O", "H", "H", "O"],
  "coordinates": [[0.1625, 0.6837, 1.2718], [-0.3840, 0.3820, -0.0884], [-0.8026, -1.0812, -0.3557], [-1.6739, -1.7309, 0.7257], [-2.7755, -0.8436, 1.2538], [-4.0527, -1.1940, 1.1612], [1.5750, 0.1440, 1.5157], [0.2469, 1.7817, 1.3554], [-0.3685, 0.5478, 2.2160], [0.3380, 0.6070, -0.8786], [-1.2139, 1.0620, -0.2952], [0.1493, -1.6174, -0.4624], [-1.3660, -1.1629, -1.2809], [-2.1332, -2.6103, 0.2505], [-1.1284, -2.1971, 1.5544], [-2.4402, 0.1092, 1.6498], [-4.8052, -0.6069, 1.6685], [-4.3531, -2.0572, 0.5797], [1.7947, 0.3877, 2.4814], [2.1292, 0.5794, 0.7849], [1.5070, -0.8816, 1.5123], [-0.1814, 2.8715, -2.4910], [-0.3017, 3.2149, -1.0200], [0.1782, 3.4694, -1.8283], [0.4508, -0.9451, 4.2676], [1.5802, 0.0056, 4.7875], [0.7531, -0.0353, 4.2965], [4.7351, 2.5370, 1.4337], [5.6075, 1.7353, 0.6830], [4.6463, 1.8676, 0.7440], [1.8086, -0.8048, -2.0016], [1.7985, -1.3105, -3.3857], [2.1515, -1.5443, -2.5210], [1.1444, -3.3877, 2.7871], [1.5959, -3.0549, 1.4036], [1.4535, -2.6343, 2.2742], [5.1228, -1.9366, 1.8446], [3.7493, -2.4674, 2.0772], [4.2004, -1.7061, 1.6886], [-3.0180, -0.9221, -4.7394], [-2.6668, -2.3986, -4.7405], [-2.2646, -1.5223, -4.7755], [-4.9667, 3.3594, 0.3115], [-4.5633, 2.7126, 1.5386], [-4.3023, 2.7166, 0.6081], [0.3965, 4.1805, 1.8773], [-0.0666, 5.1674, 3.0205], [0.6687, 4.8760, 2.4785], [2.1596, -3.0175, -1.3880], [2.1762, -4.4432, -0.5689], [1.7900, -3.5761, -0.6832], [3.1285, 1.4033, -1.3069], [2.0477, 2.2675, -1.9849], [2.4250, 1.3754, -1.9641], [-2.4448, 2.8939, 0.1893], [-2.2408, 4.4354, 0.1610], [-1.7721, 3.5988, 0.1984], [-1.4729, 0.8728, -4.1488], [-1.3288, -0.3269, -3.2827], [-1.1641, 0.6254, -3.2711], [-0.8976, -2.7855, -3.3519], [-1.0285, -4.2548, -2.9057], [-1.4924, -3.4137, -2.9315]],
  "mulliken_charge": [-0.802, 0.677, 0.416, -0.881, 0.134, -0.863, 0.500, -0.164, 0.497, -0.028, 0.089, -0.389, 0.180, 0.555, 0.132, 0.063, 0.252, 0.293, 0.380, 0.264, -0.045, 0.321, 0.338, -0.685, 0.299, 0.320, -0.647, 0.297, 0.301, -0.568, 0.298, 0.311, -0.674, 0.341, 0.212, -0.709, 0.279, 0.299, -0.555, 0.306, 0.325, -0.664, 0.284, 0.324, -0.644, 0.334, 0.308, -0.658, 0.342, 0.254, -0.599, 0.253, 0.355, -0.604, 0.339, 0.267, -0.587, 0.274, 0.345, -0.582, 0.291, 0.294, -0.593]
}